Entry 1:
Here is a molecular structure, C32H46BrF4N8O3W in a non-equilibrium geometry from the OMol25 dataset. Energies are from wB97M-V/def2-TZVPD.

XYZ file:
```
95
Properties=species:S:1:pos:R:3:forces:R:3
W -0.318 -1.073 1.070 1.208 1.960 0.063
C 2.419 3.303 -2.264 -0.048 0.023 0.015
C 1.143 3.675 -1.523 0.046 0.102 0.011
N 1.070 3.123 -0.178 0.070 -0.351 -0.070
C 2.192 3.447 0.691 -0.031 0.200 0.016
C 2.409 4.936 0.960 -0.015 -0.052 -0.017
C -0.235 3.318 0.415 -0.090 0.052 0.011
C -1.226 2.200 0.022 0.288 0.206 0.003
N -1.186 1.093 0.949 -0.223 -0.480 0.060
C -2.073 0.924 1.938 0.139 0.107 0.179
C -1.786 -0.332 2.526 0.016 -0.136 -0.234
F 0.494 -1.666 2.757 -0.287 -0.025 -0.054
C -2.640 -0.801 3.487 0.158 -0.157 0.180
F -2.444 -2.007 4.031 -0.034 0.039 -0.035
C -3.728 -0.062 3.928 0.029 0.032 -0.025
C -3.962 1.197 3.368 0.025 0.000 -0.027
F -4.996 1.916 3.798 -0.004 -0.013 0.011
C -3.161 1.714 2.380 -0.072 0.041 0.041
F -3.423 2.926 1.878 0.028 0.002 -0.032
H 2.290 3.465 -3.334 0.027 0.030 0.000
H 2.666 2.251 -2.106 -0.009 -0.004 -0.039
H 3.269 3.906 -1.943 0.019 -0.035 0.027
H 0.281 3.297 -2.081 -0.004 -0.027 0.014
H 1.038 4.773 -1.511 -0.049 -0.006 -0.041
H 3.099 3.021 0.251 0.007 -0.016 0.022
H 2.026 2.924 1.636 0.023 -0.005 -0.023
H 2.661 5.475 0.045 0.000 0.018 0.011
H 3.227 5.082 1.666 0.001 0.003 0.000
H 1.513 5.392 1.385 0.009 0.016 0.007
H -0.683 4.277 0.116 0.019 0.025 0.033
H -0.143 3.343 1.503 -0.006 0.035 -0.002
H -0.924 1.823 -0.954 -0.037 -0.013 0.004
H -2.234 2.607 -0.048 0.006 -0.015 0.050
H -4.403 -0.450 4.680 -0.001 0.015 0.010
C 0.514 -1.157 -4.134 0.028 -0.100 -0.086
N -0.740 -0.829 -3.468 -0.056 -0.042 -0.072
C -1.848 -0.615 -4.392 0.019 0.020 -0.022
C -3.039 -0.418 -3.475 0.009 -0.043 0.001
N -2.420 -0.255 -2.171 0.045 -0.224 0.066
C -3.332 0.135 -1.121 0.041 -0.038 -0.005
C -1.092 -0.562 -2.175 -0.058 0.124 -0.040
N -0.288 -0.520 -1.122 0.117 -0.274 0.337
C 1.146 -0.439 -1.457 0.037 0.048 0.062
C 2.122 -0.142 -0.304 -0.065 0.064 0.012
N 1.530 0.143 1.008 -0.194 -0.186 0.112
C 2.415 0.282 1.986 -0.035 0.132 -0.003
N 2.122 0.726 3.230 -0.019 -0.183 -0.099
C 0.843 1.125 3.752 -0.037 -0.010 -0.011
C 3.187 0.425 4.167 0.030 0.043 -0.016
C 4.377 0.271 3.239 0.018 0.036 -0.014
N 3.761 0.009 1.937 0.065 -0.245 0.028
C 4.696 0.103 0.818 0.173 0.029 0.003
H 0.263 -1.764 -5.002 -0.009 0.000 -0.008
H 1.182 -1.747 -3.525 -0.093 -0.048 -0.147
H 1.027 -0.258 -4.487 0.003 -0.007 0.015
H -1.959 -1.487 -5.037 0.003 0.020 -0.018
H -1.653 0.256 -5.024 -0.004 0.007 0.001
H -3.719 -1.275 -3.467 0.024 -0.006 -0.010
H -3.614 0.474 -3.726 -0.034 -0.020 0.012
H -4.213 -0.504 -1.153 -0.049 -0.095 0.017
H -3.654 1.169 -1.274 -0.007 -0.034 0.020
H -2.891 0.042 -0.147 0.089 -0.121 0.153
H 1.283 0.333 -2.217 -0.004 -0.021 -0.014
H 1.475 -1.393 -1.863 0.041 0.125 0.170
H 2.745 -1.031 -0.212 -0.112 0.035 -0.012
H 2.749 0.696 -0.604 -0.084 -0.026 -0.057
H 0.318 0.295 4.225 -0.054 -0.051 -0.024
H 0.244 1.527 2.947 -0.123 0.038 -0.091
H 1.013 1.912 4.488 -0.015 -0.012 -0.013
H 2.963 -0.490 4.724 -0.004 -0.015 -0.035
H 3.308 1.245 4.874 -0.004 -0.026 0.034
H 5.023 -0.561 3.515 0.033 0.030 0.010
H 4.981 1.183 3.196 -0.027 0.024 -0.014
H 5.688 -0.072 1.227 0.008 0.011 0.023
H 4.695 1.098 0.365 0.024 -0.008 0.015
H 4.528 -0.646 0.054 0.108 0.062 0.074
C 1.458 -3.549 1.088 0.061 0.020 0.089
O 0.846 -2.429 0.481 -0.062 -0.313 -0.156
H 2.257 -3.224 1.757 -0.016 0.013 0.007
H 1.874 -4.179 0.301 -0.010 0.009 -0.011
H 0.733 -4.120 1.670 -0.004 -0.001 -0.010
Br 0.470 -4.868 -3.355 -0.026 0.022 -0.010
C -1.263 -4.646 -2.610 0.030 -0.017 -0.044
C -2.355 -5.234 -3.227 -0.003 0.021 0.051
C -3.610 -5.088 -2.649 -0.001 -0.019 -0.012
C -3.766 -4.357 -1.482 -0.015 -0.045 0.049
C -2.660 -3.755 -0.891 0.021 0.056 -0.144
C -1.396 -3.902 -1.453 -0.017 0.063 0.039
C -2.870 -2.897 0.313 -0.056 0.145 0.294
O -3.927 -2.794 0.879 -0.040 0.071 -0.123
O -1.796 -2.208 0.701 -0.928 -0.638 -0.512
H -2.227 -5.804 -4.138 0.005 -0.017 0.009
H -4.468 -5.557 -3.112 0.004 0.008 -0.003
H -4.734 -4.250 -1.011 0.006 0.035 -0.027
H -0.536 -3.439 -0.991 0.017 0.008 -0.008
```
Positions in Å, forces in eV/Å.

Summary:
**Strongest force on any atom**: 2.3 eV Å⁻¹
**Spin multiplicity**: 3
**Molar mass**: 930.5 g/mol
**Orbital gap (spin up / spin down)**: 7.136 / 6.398 eV
**Expectation value of S²**: 2.0386
**DFT total energy**: -134726.6523 eV
**Net charge**: +1
**LUMO level (spin up / spin down)**: -0.11042 / -0.16442 Ha


Entry 2:
Here is a molecular structure, C32H46ClF5MoO2P4Te in a non-equilibrium geometry from the OMol25 dataset. Energies are from wB97M-V/def2-TZVPD.

XYZ file:
```
92
Properties=species:S:1:pos:R:3:forces:R:3
P 1.739 1.171 -6.407 -0.809 -0.095 5.959
C 3.315 1.497 -5.397 -0.628 -0.645 -0.791
C 4.309 0.818 -6.156 -0.211 0.602 -0.431
H 4.015 -0.036 -6.765 0.052 0.144 -0.112
C 5.586 1.325 -6.242 0.106 -0.340 0.302
H 6.286 0.884 -6.934 0.217 0.001 0.088
C 5.935 2.381 -5.417 0.441 0.063 0.065
H 6.937 2.764 -5.430 0.353 0.147 -0.232
C 5.066 2.923 -4.474 -1.836 -0.393 0.761
H 5.381 3.693 -3.760 0.039 -0.430 -0.355
C 3.732 2.476 -4.425 -0.283 0.060 -0.762
H 3.016 2.836 -3.657 0.536 0.061 -0.861
C 1.043 -0.524 -5.917 0.097 0.379 -0.562
C 1.715 -1.558 -5.209 0.164 0.417 -0.424
H 2.514 -1.308 -4.494 -0.228 -0.122 -0.603
C 1.351 -2.890 -5.443 -0.160 0.425 0.073
H 1.885 -3.702 -4.927 -0.333 0.437 -0.302
C 0.331 -3.171 -6.366 -0.051 -0.178 0.364
H 0.099 -4.215 -6.575 0.067 0.252 -0.104
C -0.437 -2.152 -6.944 0.028 -0.307 0.540
H -1.254 -2.388 -7.621 0.109 0.007 0.205
C -0.127 -0.833 -6.658 0.817 0.127 -0.322
H -0.716 -0.029 -7.098 0.201 -0.101 -0.116
C 0.460 2.500 -5.909 0.767 -0.104 -1.627
C 0.631 3.268 -7.088 -0.613 -0.106 0.074
H 1.464 3.037 -7.761 -0.184 0.281 0.119
C -0.296 4.212 -7.483 -0.591 0.436 0.548
H -0.179 4.739 -8.420 -0.036 0.066 0.053
C -1.379 4.468 -6.639 -0.115 0.258 -0.121
H -2.116 5.226 -6.890 0.153 -0.119 -0.185
C -1.545 3.806 -5.422 0.732 -0.861 0.860
H -2.376 4.037 -4.728 0.599 -0.001 -0.656
C -0.627 2.810 -5.022 0.603 -0.407 -0.455
H -0.734 2.330 -4.027 0.087 0.261 -0.884
Mo 0.241 0.171 -0.040 -2.323 -1.987 1.364
C -1.535 -1.148 -0.446 -0.225 -0.331 -2.044
C -1.881 -1.403 -1.760 0.082 0.025 0.752
H -2.178 -1.711 0.229 0.396 0.364 0.632
C -1.059 -0.689 -2.889 -1.725 -0.938 1.822
O -1.964 0.287 -3.449 1.378 -0.302 -1.539
H -1.626 0.526 -4.356 -0.508 -0.253 1.208
C 0.040 -0.061 -2.108 -0.572 2.072 3.094
H -0.790 -1.489 -3.562 0.563 0.183 -0.769
C 0.609 1.065 -1.627 0.989 -1.514 -3.999
Cl 2.188 1.228 0.944 -0.406 -0.007 -0.438
P -1.391 1.965 0.520 0.060 0.127 0.262
P 1.585 -1.843 0.117 0.704 -1.279 0.829
C -0.638 3.081 1.722 -0.075 0.179 0.252
H 0.401 3.268 1.412 -0.401 0.054 0.062
H -0.607 2.585 2.705 -0.069 0.244 -0.394
H -1.211 4.019 1.771 0.222 -0.279 0.095
C -1.768 2.989 -0.937 0.131 -0.241 -0.202
H -2.318 2.382 -1.668 0.021 0.166 0.184
H -0.824 3.294 -1.407 -0.237 0.148 0.185
H -2.351 3.860 -0.633 0.001 0.003 -0.137
C -2.993 1.384 1.101 -0.278 0.029 0.217
H -2.849 0.766 1.996 -0.013 0.208 -0.150
H -3.442 0.758 0.319 0.071 0.233 0.131
H -3.646 2.242 1.317 0.096 -0.279 -0.005
C 2.387 -1.942 1.728 0.263 0.074 0.352
H 1.652 -2.265 2.479 0.269 0.016 -0.238
H 2.727 -0.934 2.002 -0.018 -0.482 -0.007
H 3.244 -2.632 1.690 -0.340 0.117 0.069
C 0.749 -3.439 -0.040 -0.216 -0.375 -0.236
H 0.251 -3.515 -1.015 0.124 0.008 0.136
H -0.019 -3.523 0.738 0.214 0.051 -0.071
H 1.466 -4.265 0.065 -0.182 0.229 0.021
C 2.944 -1.908 -1.091 -0.020 0.339 -0.287
H 3.430 -0.923 -1.125 -0.029 -0.286 0.074
H 2.550 -2.132 -2.092 0.071 -0.005 0.234
H 3.667 -2.673 -0.790 -0.112 0.120 -0.088
P -3.279 -2.566 -2.227 2.000 1.574 0.476
C -3.641 -3.438 -0.704 -0.474 -0.406 -0.009
C -2.643 -3.646 -3.530 -0.200 -0.380 -0.071
H -3.879 -2.691 0.073 0.150 -0.394 -0.277
H -2.765 -4.048 -0.424 -0.367 0.359 -0.016
H -4.513 -4.095 -0.817 0.206 0.116 -0.029
H -2.270 -3.066 -4.383 -0.046 0.029 0.293
H -3.413 -4.320 -3.916 -0.092 0.105 0.111
H -1.842 -4.280 -3.131 -0.072 0.273 -0.012
C -4.620 -1.542 -2.823 -0.416 -0.082 -0.218
H -5.031 -0.977 -1.977 0.215 0.006 -0.230
H -5.434 -2.126 -3.260 0.082 -0.064 0.033
H -4.214 -0.862 -3.590 -0.132 -0.180 0.419
H 1.309 1.609 -2.171 0.729 2.252 -0.385
F -2.312 -0.653 4.284 1.012 0.006 0.440
Te -0.426 -0.422 4.175 0.057 0.274 -0.377
F -0.638 1.452 4.480 0.035 -1.158 0.077
F -0.350 -0.642 6.050 -0.043 0.070 -1.516
F 1.456 -0.128 4.169 -1.142 -0.303 0.227
F -0.117 -2.295 3.965 -0.183 0.863 0.608
O -0.637 -0.283 2.377 0.688 0.391 -1.022
```
Positions in Å, forces in eV/Å.

Summary:
**Strongest force on any atom**: 6.0 eV Å⁻¹
**Spin multiplicity**: 3
**Molar mass**: 940.6 g/mol
**Orbital gap (spin up / spin down)**: 7.278 / 4.403 eV
**Expectation value of S²**: 2.0285
**DFT total energy**: -110421.5396 eV
**Net charge**: +2
**Energy relative to the best compared isomer or geometry (same formula, charge and spin)**: 487.0 kJ/mol
**LUMO level (spin up / spin down)**: -0.21029 / -0.34009 Ha


Entry 3:
Here is a molecular structure, C32H46ClN7O4S2SbSe4Si2W in a non-equilibrium geometry from the OMol25 dataset. Energies are from wB97M-V/def2-TZVPD.

XYZ file:
```
100
Properties=species:S:1:pos:R:3:forces:R:3
W 0.107 -0.359 -0.190 0.912 0.423 -1.641
C -2.716 0.933 -2.589 -0.028 -0.007 -0.027
Si -3.171 0.656 -0.795 0.087 -0.059 -0.242
C -3.522 2.319 -0.007 -0.061 -0.025 0.049
C -4.696 -0.452 -0.903 -0.009 -0.014 0.037
N -1.916 -0.159 0.202 0.642 0.851 1.012
C -2.189 -0.264 1.564 -0.330 -0.170 -0.021
C -3.474 -0.160 2.125 -0.012 0.031 -0.006
C -3.667 -0.257 3.485 0.017 0.002 -0.007
C -2.577 -0.470 4.324 -0.002 0.028 -0.006
C -1.310 -0.589 3.792 0.051 -0.045 -0.001
C -1.090 -0.494 2.411 -0.170 -0.042 0.081
N 0.168 -0.579 1.776 -0.691 -0.062 -0.039
Si 1.517 -1.225 2.842 0.106 0.106 0.059
C 0.896 -2.860 3.521 -0.095 0.051 0.035
C 1.924 0.071 4.145 -0.073 -0.095 0.071
C 3.192 -1.616 2.137 -0.042 -0.046 -0.084
H -3.661 1.169 -3.091 -0.008 -0.032 0.004
H -2.301 0.068 -3.112 -0.010 -0.011 0.009
H -2.055 1.779 -2.756 -0.018 0.013 -0.004
H -4.569 2.420 0.287 0.004 0.009 -0.006
H -3.297 3.119 -0.716 0.022 -0.002 0.005
H -2.914 2.464 0.887 0.021 -0.003 -0.013
H -5.594 0.156 -0.764 -0.021 -0.029 -0.007
H -4.739 -1.259 -0.170 0.041 -0.012 -0.011
H -4.769 -0.891 -1.901 0.019 -0.012 0.000
H -4.331 0.010 1.491 -0.005 0.032 0.020
H -4.665 -0.168 3.894 0.004 0.009 0.004
H -2.715 -0.541 5.395 -0.004 -0.015 -0.003
H -0.490 -0.763 4.469 0.023 -0.005 0.016
H -0.179 -2.937 3.672 0.007 0.006 -0.011
H 1.382 -3.049 4.482 0.026 -0.031 -0.022
H 1.203 -3.656 2.838 0.013 0.002 0.002
H 1.098 0.641 4.566 -0.027 0.002 -0.029
H 2.664 0.759 3.727 -0.015 0.023 -0.001
H 2.411 -0.445 4.979 0.054 0.028 -0.024
H 3.261 -2.089 1.158 -0.060 -0.100 0.065
H 3.589 -2.340 2.860 0.055 0.041 0.017
H 3.858 -0.751 2.148 0.018 -0.013 -0.047
O 1.821 1.811 -6.314 0.020 -0.009 -0.001
C 0.842 1.747 -5.403 0.101 0.036 0.047
O -0.049 2.542 -5.369 0.004 -0.017 -0.033
C 0.884 0.601 -4.446 -0.246 0.119 -0.093
C 0.992 -0.741 -4.692 0.041 -0.295 -0.151
Cl 1.397 -1.566 -6.115 0.036 -0.004 -0.021
N 0.694 -1.439 -3.561 0.660 0.175 -0.299
N 0.409 -0.550 -2.568 -0.288 0.186 -0.187
C 0.516 0.654 -3.095 0.024 -0.041 0.071
C 0.388 1.793 -2.137 -0.151 -0.006 0.039
O 0.834 2.883 -2.348 -0.115 0.163 -0.061
O -0.257 1.438 -1.028 -0.040 -0.265 -0.046
C 1.062 -2.793 -3.215 -0.020 -0.318 0.496
C 0.150 -3.836 -3.635 -0.152 0.081 0.080
C 0.246 -5.162 -3.434 -0.094 -0.036 -0.106
C 1.232 -5.964 -2.731 0.097 -0.161 -0.030
C 2.095 -5.623 -1.774 -0.047 0.161 -0.178
C 2.146 -2.934 -2.428 -0.482 0.600 0.247
H 2.521 1.170 -6.130 0.013 0.014 0.024
H -0.654 -3.504 -4.285 -0.035 0.030 0.056
H -0.495 -5.756 -3.957 -0.050 0.011 0.059
H 1.254 -7.006 -3.035 0.050 0.015 -0.043
H 2.790 -6.356 -1.384 0.016 0.009 -0.009
H 2.897 -2.146 -2.405 -0.079 0.066 0.164
Se 5.649 -1.862 -0.910 -0.020 0.094 -0.016
Sb 5.203 0.447 -0.670 0.797 0.085 0.210
Se 5.633 1.633 1.361 -0.095 -0.065 -0.220
Se 4.192 1.613 -2.503 -0.262 0.051 -0.126
Se 2.371 0.048 -0.293 -1.148 -0.991 0.642
C 1.061 4.304 3.307 -0.054 -0.047 0.030
C 0.346 3.108 2.634 0.114 -0.058 -0.019
N 0.652 3.069 1.211 0.014 0.167 0.188
C 0.023 4.210 0.556 0.103 -0.034 -0.087
C 0.443 5.523 1.260 -0.039 0.031 -0.071
N 1.567 5.187 2.202 0.008 -0.028 0.012
C 2.670 4.481 1.457 0.050 -0.077 -0.062
C 2.099 3.122 1.001 -0.079 0.007 -0.002
H 1.929 3.995 3.888 0.013 0.023 -0.003
H 0.401 4.897 3.938 0.013 0.030 -0.013
H -0.736 3.180 2.756 0.006 0.009 0.012
H 0.673 2.180 3.098 -0.015 -0.013 0.002
H -1.060 4.096 0.583 -0.006 0.009 0.018
H 0.335 4.215 -0.487 -0.028 -0.015 -0.007
H -0.354 5.964 1.858 0.017 -0.010 0.030
H 0.812 6.271 0.561 0.023 0.011 0.021
H 1.933 6.047 2.602 0.010 -0.002 -0.001
H 3.519 4.358 2.127 -0.010 0.067 0.025
H 2.964 5.120 0.626 -0.034 0.018 0.001
H 2.574 2.319 1.563 0.015 -0.025 -0.041
H 2.317 2.974 -0.056 0.031 -0.048 0.014
S 2.243 -4.021 -1.044 0.240 -0.301 -0.108
C -1.012 -2.226 -0.602 0.330 -0.261 0.551
N -1.794 -2.472 -1.625 0.198 0.045 -0.154
C -2.731 -3.596 -1.555 0.006 -0.089 -0.043
C -2.794 -4.011 -0.089 0.077 -0.012 0.001
S -1.282 -3.337 0.678 0.073 0.019 -0.082
H -1.701 -1.943 -2.479 -0.041 0.071 0.042
H -2.368 -4.405 -2.192 0.041 0.014 0.017
H -3.706 -3.271 -1.915 -0.005 -0.013 -0.017
H -2.796 -5.091 0.033 -0.056 -0.003 -0.013
H -3.654 -3.585 0.424 0.009 0.004 0.011
```
Positions in Å, forces in eV/Å.

Summary:
**Strongest force on any atom**: 1.9 eV Å⁻¹
**Molar mass**: 1370.0 g/mol
**Orbital gap (spin up / spin down)**: 5.403 / 5.397 eV
**DFT total energy**: -372244.0937 eV
**Net charge**: +1
**Energy relative to the best compared isomer or geometry (same formula, charge and spin)**: 491.2 kJ/mol
**LUMO level (spin up / spin down)**: -0.14740 / -0.14760 Ha